9 unconnected molecules or ions with the total composition C28H33F7O27, computed with ωB97M-V/def2-TZVPD.

Computed properties:
**HOMO energy**: -10.104 eV
**Charge**: 0
**Energy above the lowest of the compared OMol25 structures with the same formula, charge and spin**: 3.7702 eV
**Molar mass**: 934.5 g/mol
**Energy**: -3817.26538 Eh
**SMILES**: O=C1OC[C@@H](F)O1.O=C1OC[C@@H](F)O1.O=C1OC[C@@H](F)O1.O=C1OC[C@@H](F)O1.O=C1OC[C@@H](F)O1.O=C1OC[C@@H](F)O1.O=C1OC[C@@H](F)O1.C[C@H]1COC(=O)O1.COC(=O)OC

Each line ends with the Löwdin charge.
CARTESIAN COORDINATES (ANGSTROEM)
O  1.05385  -3.55728  5.80420  0.2078
C  1.29739  -3.38760  4.67601  -0.5812
O  1.17537  -2.19345  4.09484  0.0824
C  1.34614  -2.27315  2.72541  -0.0981
C  2.01099  -3.62418  2.51326  -0.3036
F  3.28357  -3.35861  2.55071  0.1231
O  1.51893  -4.29327  3.69342  0.1422
H  0.36727  -2.17754  2.25556  0.1229
H  1.90181  -1.46371  2.25197  0.1267
H  1.67244  -4.05690  1.57186  0.1545
O  1.07680  3.97787  -3.02142  0.1358
C  0.88797  5.17956  -3.21064  -0.4652
O  1.74075  6.07496  -3.70922  0.0867
C  1.06887  7.33837  -3.92834  -0.0312
C  -0.36600  7.08362  -3.55981  -0.3668
F  -1.07831  7.22296  -4.68326  0.0855
O  -0.37584  5.76958  -3.14395  0.1284
H  1.48281  8.10162  -3.26940  0.1380
H  1.16466  7.58930  -4.98473  0.1448
H  -0.71663  7.74901  -2.77087  0.1706
O  -3.40849  3.36599  2.21271  0.1290
C  -2.35567  3.00603  2.77010  -0.5346
O  -2.30078  2.42795  3.96194  0.1341
C  -0.99178  2.38650  4.35390  -0.1120
C  -0.28055  2.40270  3.12691  -0.3674
F  -0.13123  1.17499  2.64201  0.1204
O  -1.17576  2.95902  2.25149  0.1810
H  -0.80542  3.25616  4.98402  0.1545
H  -0.64623  1.57174  4.99018  0.1626
H  0.63343  2.99574  3.09469  0.1830
O  -2.37861  -1.62958  -4.30969  0.1346
C  -1.41890  -1.13436  -4.92602  -0.4868
O  -1.62960  -0.45957  -6.11084  0.0860
C  -0.33058  -0.10940  -6.62533  -0.0457
C  0.53867  -0.21806  -5.37466  -0.4046
F  0.64832  0.96971  -4.84393  0.1185
O  -0.14526  -1.08774  -4.58871  0.1618
H  0.11376  -0.74001  -7.39538  0.1330
H  -0.21452  0.88702  -7.05169  0.1423
H  1.57980  -0.49983  -5.53196  0.1619
O  -1.86812  -0.21939  0.21196  0.1540
C  -0.78009  0.21595  -0.07200  -0.5777
O  -0.56861  1.37643  -0.61357  0.1374
C  0.67983  1.47717  -0.99967  -0.1231
C  1.40351  0.41694  -0.19671  -0.3325
F  2.07277  0.92591  0.83380  0.0870
O  0.36510  -0.42078  0.15494  0.1543
H  0.64225  1.23856  -2.06257  0.1422
H  1.18255  2.42685  -0.81670  0.1495
H  2.16568  0.00043  -0.85528  0.1527
O  4.05338  1.39819  -2.67575  0.1026
C  4.14202  0.17370  -2.98305  -0.6481
O  5.21851  -0.47545  -3.01173  0.1635
C  4.85714  -1.75619  -3.47817  -0.0515
C  3.36143  -1.92549  -3.31720  -0.2733
F  3.15570  -2.60826  -2.18952  0.1021
O  3.10696  -0.53728  -3.18022  0.1414
H  5.13440  -1.93659  -4.51677  0.1437
H  5.47048  -2.44028  -2.89171  0.1516
H  2.91679  -2.44193  -4.16789  0.1755
O  4.64745  -2.58212  5.68425  0.1516
C  4.36513  -1.47978  5.22332  -0.4871
O  4.47444  -1.17085  3.90521  0.0625
C  4.37052  0.18603  3.73048  -0.0723
C  3.69887  0.58909  5.05191  -0.3659
F  2.41105  0.70681  4.79842  0.0893
O  3.93566  -0.42072  5.94891  0.1720
H  5.39256  0.56422  3.70818  0.1427
H  3.77071  0.52882  2.88738  0.1337
H  3.96456  1.55067  5.49108  0.1698
C  -6.05572  -0.57153  -0.23464  -0.0154
C  -5.72059  -0.36686  1.23867  -0.3413
C  -4.96580  0.88292  1.53197  -0.1088
O  -5.44364  1.19342  2.84345  0.0593
C  -6.70773  0.69741  2.95930  -0.5059
O  -7.47254  1.01080  3.86464  0.1219
O  -6.89696  -0.19293  1.96462  0.0920
H  -5.12281  -0.68028  -0.78779  0.0818
H  -6.56256  0.15073  -0.87460  0.0874
H  -6.58263  -1.50646  -0.42536  0.0801
H  -5.19111  -1.24216  1.61495  0.1476
H  -5.06441  1.74210  0.86851  0.1438
H  -3.92403  0.57023  1.60295  0.1196
C  -3.40426  -3.81790  1.36590  -0.0766
O  -2.53813  -4.62089  0.68945  0.0055
C  -1.39511  -4.19656  0.11210  -0.5486
O  -0.85753  -3.14684  0.30839  0.1368
O  -0.92937  -5.17135  -0.68694  -0.0006
C  0.34380  -5.09831  -1.26978  -0.0492
H  -3.36887  -3.91947  2.45058  0.1065
H  -4.40139  -4.07180  1.00622  0.0988
H  -3.28410  -2.79659  1.00453  0.0858
H  0.62025  -6.14089  -1.42697  0.0979
H  1.12650  -4.74254  -0.59977  0.0790
H  0.24254  -4.55144  -2.20721  0.0998